1.
DFT (ωB97M-V/def2-TZVPD) results for a structure of composition C31H36BFeN7OSbTe.

Atoms and positions in Å:
Fe (-1.69853, 0.18673, -0.62837)
B (-4.78821, 0.72483, 0.31494)
N (-4.14318, 1.73640, -0.71846)
C (-4.45629, 3.01665, -0.89883)
C (-3.65741, 3.53999, -1.90830)
C (-2.86187, 2.47330, -2.29668)
N (-3.15165, 1.37990, -1.57445)
N (-4.45977, -0.69733, -0.16993)
C (-5.28323, -1.67734, -0.53893)
C (-4.54058, -2.81412, -0.81201)
C (-3.22930, -2.42806, -0.58408)
N (-3.18135, -1.14776, -0.17695)
H (-4.28479, 0.88861, 1.40900)
H (-5.98056, 0.87621, 0.33204)
H (-5.25310, 3.46640, -0.32957)
H (-3.68465, 4.53455, -2.31749)
H (-2.11770, 2.41483, -3.07421)
H (-6.34550, -1.50551, -0.57531)
H (-4.90153, -3.77429, -1.13337)
H (-2.32470, -3.01050, -0.66694)
C (0.70776, 4.21166, -1.76939)
N (-0.02596, 3.76562, -0.58261)
C (-0.40346, 4.62291, 0.40121)
C (-1.14611, 4.22186, 1.44951)
C (-1.55789, 2.85427, 1.47651)
N (-1.14661, 2.00557, 0.53319)
C (-0.38902, 2.44913, -0.49826)
O (-0.06987, 1.62785, -1.37674)
N (-2.33367, 2.39988, 2.45293)
H (1.00819, 5.24396, -1.61472)
H (0.06780, 4.13502, -2.64615)
H (1.58852, 3.58784, -1.89688)
H (-0.06798, 5.64438, 0.28782)
H (-1.43817, 4.91484, 2.22232)
H (-2.70132, 3.02899, 3.14536)
H (-2.75287, 1.48403, 2.37232)
C (0.33275, -6.42674, -0.75963)
C (0.87137, -5.76052, -1.85139)
C (0.90690, -4.37308, -1.87135)
C (0.41275, -3.64173, -0.79229)
C (-0.12567, -4.31527, 0.30171)
C (-0.16281, -5.70459, 0.31602)
Sb (0.42213, -1.51749, -0.87025)
C (2.37872, -1.23296, -1.58142)
C (2.64881, -0.17988, -2.45624)
C (3.93098, -0.00599, -2.95880)
C (4.94589, -0.87844, -2.58618)
C (4.67699, -1.93106, -1.72250)
C (3.39067, -2.12160, -1.23117)
C (0.66656, -1.27314, 1.26115)
C (1.92134, -1.34767, 1.86726)
C (2.05076, -1.25037, 3.24297)
C (0.92779, -1.06699, 4.04349)
C (-0.32502, -0.99867, 3.45784)
C (-0.45127, -1.10743, 2.07383)
H (0.29916, -7.50791, -0.74819)
H (1.26410, -6.32047, -2.68994)
H (1.33641, -3.86818, -2.72930)
H (-0.49885, -3.76836, 1.15982)
H (-0.57358, -6.22131, 1.17350)
H (1.86347, 0.51159, -2.73751)
H (4.13536, 0.80293, -3.64827)
H (5.94520, -0.74542, -2.97950)
H (5.46584, -2.61506, -1.43819)
H (3.18485, -2.96877, -0.58846)
H (2.81157, -1.47257, 1.26526)
H (3.03195, -1.31940, 3.69543)
H (1.03245, -0.99206, 5.11780)
H (-1.20846, -0.88011, 4.07210)
H (-1.45798, -1.10390, 1.66345)
C (5.03076, 1.62790, 0.62313)
Te (2.92888, 1.87870, 0.49807)
C (2.74540, 2.65231, 2.47241)
H (5.48817, 2.57076, 0.90915)
H (5.38908, 1.32578, -0.35764)
H (5.26028, 0.85375, 1.35060)
H (3.24124, 1.97183, 3.16084)
H (1.68687, 2.69580, 2.72519)
H (3.18273, 3.64454, 2.53862)

Calculated values
LUMO (spin up / spin down) = -2.406 / -2.769 eV
Frontier orbital gap (spin up / spin down) = 7.50 / 7.13 eV
E_HOMO (spin up / spin down) = -9.90 / -9.90 eV
2S+1 = 5
<S²> = 6.011
Net charge = +1

Here are the Mulliken charges for atoms 1 to 2, given in e:
1. Fe 0.249
2. B 0.569


2.
DFT (ωB97M-V/def2-TZVPD) results for a structure of composition C31H36BN21OSTl.

Atoms and positions in Å:
Tl (0.90745, -0.73578, 1.11960)
C (3.81474, 1.95667, 1.27198)
C (3.19467, 1.99178, -0.09105)
C (3.56101, 2.82110, -1.16097)
C (2.73687, 2.45606, -2.18830)
N (1.91017, 1.47609, -1.75372)
N (2.20414, 1.17391, -0.44315)
B (0.82000, 0.71801, -2.57615)
N (-0.62628, 1.09514, -2.09969)
C (-1.35789, 2.12866, -2.54679)
C (-2.50895, 2.58404, -1.96515)
C (-2.94953, 2.08593, -0.59946)
C (-4.26694, 1.29902, -0.57308)
N (-1.21491, 0.37948, -1.02122)
N (0.98019, -0.81090, -2.47122)
C (2.18895, -1.58461, -2.78000)
C (1.61962, -2.95998, -2.90690)
C (0.31414, -2.90777, -2.56012)
C (-0.65467, -4.03215, -2.38331)
N (-0.10007, -1.62833, -2.32582)
N (0.95430, 1.06865, -4.08136)
C (0.81200, 0.19915, -5.10701)
C (0.82303, 0.91648, -6.27754)
C (0.96228, 2.25972, -5.87103)
C (1.00211, 3.48657, -6.73065)
N (1.03101, 2.34656, -4.55005)
H (4.27400, 2.91955, 1.49697)
H (4.59119, 1.20077, 1.32280)
H (3.07373, 1.72478, 2.03348)
H (4.33732, 3.57134, -1.17559)
H (2.65197, 2.83221, -3.19459)
H (-0.97987, 2.58377, -3.45566)
H (-3.09885, 3.36076, -2.43647)
H (-5.06205, 1.89395, -1.02706)
H (-4.55931, 1.02856, 0.44580)
H (-4.14486, 0.38909, -1.15981)
H (2.70949, -1.20378, -3.66027)
H (2.22258, -3.83277, -3.11658)
H (-0.37749, -4.88504, -3.00125)
H (-1.66610, -3.70668, -2.63180)
H (-0.66527, -4.34858, -1.33753)
H (0.71461, -0.86274, -4.93321)
H (0.74254, 0.53710, -7.28546)
H (1.15523, 3.21364, -7.77461)
H (1.80425, 4.15648, -6.42013)
H (0.06280, 4.04095, -6.66184)
N (4.39775, -2.14158, 1.37565)
C (3.44878, -2.34492, 2.38983)
N (3.79199, -2.78049, 3.59034)
N (2.63012, -2.77335, 4.27706)
N (1.66391, -2.35927, 3.50277)
N (2.15517, -2.07169, 2.27649)
C (4.11304, -1.86412, 0.07499)
N (5.07288, -1.42492, -0.79358)
N (4.44861, -1.21249, -1.92818)
N (3.19989, -1.53470, -1.71523)
N (2.93486, -1.97175, -0.48791)
H (5.36146, -2.10601, 1.65406)
O (0.95999, 1.29952, 2.87908)
C (0.20772, 1.93354, 3.58380)
C (0.53006, 2.10129, 5.00367)
C (-0.13505, 2.96271, 5.78003)
C (-1.25026, 3.74069, 5.26236)
C (-1.65328, 3.60891, 3.99247)
C (-1.00139, 2.68436, 3.07834)
C (-1.47325, 2.52302, 1.81963)
N (-1.13206, 1.50939, 0.97839)
C (-1.76787, 1.29603, -0.10624)
C (-3.04411, 3.32119, 0.19888)
N (-2.38718, 3.49636, 1.28489)
H (1.36866, 1.52389, 5.37358)
H (0.16108, 3.09264, 6.81342)
H (-1.77850, 4.41646, 5.92238)
H (-2.52600, 4.17087, 3.67860)
H (-1.91569, -0.25126, -1.40337)
H (-3.64862, 4.15275, -0.15435)
H (-2.48223, 4.37329, 1.78002)
C (-4.46026, -4.25276, 1.80436)
N (-3.34176, -3.97783, 2.66704)
C (-3.30053, -4.50528, 4.02949)
C (-1.96454, -3.97286, 4.56819)
N (-1.42478, -3.23445, 3.41903)
C (-2.22704, -3.29312, 2.33669)
S (-1.90791, -2.59999, 0.83389)
H (-4.60177, -5.33149, 1.70272)
H (-4.26067, -3.82428, 0.82674)
H (-5.37832, -3.82170, 2.21175)
H (-3.34437, -5.59684, 4.01479)
H (-4.15405, -4.14564, 4.60701)
H (-1.28472, -4.76808, 4.86861)
H (-2.10245, -3.30680, 5.41776)
H (-0.44064, -3.13612, 3.35507)

Calculated values
LUMO (spin up / spin down) = -2.419 / -2.421 eV
Frontier orbital gap (spin up / spin down) = 4.07 / 4.07 eV
E_HOMO (spin up / spin down) = -6.49 / -6.49 eV
2S+1 = 2
<S²> = 0.769

Here are the Mulliken charges for atoms 1 to 2, given in e:
1. Tl 1.113
2. C -1.289


3.
DFT (ωB97M-V/def2-TZVPD) results for a structure of composition C31H36BrF6KN8O6S2Se.

Atoms and positions in Å:
K (-1.53609, -0.17230, -0.40515)
O (3.42651, 1.57652, -2.14212)
C (4.20828, 0.72004, -1.54731)
C (5.61411, 0.85415, -1.58283)
C (6.44815, -0.05229, -0.95181)
C (5.92751, -1.13915, -0.26183)
C (4.54535, -1.30375, -0.22450)
C (3.68940, -0.41205, -0.84465)
C (2.18234, -0.60482, -0.84580)
O (1.52425, 0.61217, -0.54740)
N (1.71222, -1.58185, 0.10787)
N (0.75816, -2.41169, -0.36640)
C (-0.02309, -2.96604, 0.48310)
C (-1.04236, -3.91104, 0.04703)
Br (-1.35358, -4.02571, -1.82063)
C (-1.84733, -4.61958, 0.84209)
C (-1.79461, -4.65145, 2.31271)
C (-2.99098, -4.52833, 3.02501)
C (-2.98681, -4.52850, 4.40931)
C (-1.79376, -4.66640, 5.10634)
C (-0.60417, -4.80992, 4.40875)
C (-0.60404, -4.80821, 3.02116)
H (2.08066, 1.27593, -1.01311)
H (6.01692, 1.70697, -2.11745)
H (7.52329, 0.09539, -0.99672)
H (6.57809, -1.84639, 0.23814)
H (4.11115, -2.14661, 0.30147)
H (1.86697, -0.97584, -1.83268)
H (1.48077, -1.15946, 1.01922)
H (0.02263, -2.73550, 1.54467)
H (-2.67274, -5.15152, 0.38561)
H (-3.91663, -4.38012, 2.48160)
H (-3.91929, -4.39727, 4.94480)
H (-1.79001, -4.65072, 6.18908)
H (0.33140, -4.91299, 4.94313)
H (0.32595, -4.93077, 2.48253)
C (1.20607, -1.58025, -4.66399)
N (1.15148, -0.14234, -4.54087)
C (2.19038, 0.60411, -5.21814)
C (0.31105, 0.42031, -3.59345)
N (-0.72834, -0.12921, -3.10869)
N (0.75534, 1.67180, -3.17323)
C (0.15355, 2.47888, -2.20492)
N (1.05959, 3.41494, -1.72598)
N (-1.07194, 2.39975, -1.84947)
H (0.66496, -1.95415, -5.54167)
H (0.79182, -2.05346, -3.77244)
H (2.25020, -1.89263, -4.74788)
H (2.28932, 0.23080, -6.24089)
H (3.16084, 0.51977, -4.71396)
H (1.92494, 1.65709, -5.26793)
H (-1.01577, -0.97446, -3.57166)
H (1.77383, 1.69099, -3.09017)
H (2.03680, 3.16722, -1.84396)
H (0.85597, 3.70045, -0.77754)
H (-1.24639, 3.12893, -1.15733)
F (-4.35136, 0.53165, 2.72589)
C (-4.93942, -0.65550, 2.70174)
F (-4.49299, -1.37842, 3.73715)
F (-6.25410, -0.47606, 2.86454)
S (-4.58507, -1.58250, 1.14998)
O (-3.15956, -1.76843, 1.13854)
O (-5.39693, -2.76531, 1.24517)
N (-5.12023, -0.50047, 0.14768)
S (-5.05505, -0.56156, -1.42119)
O (-3.80675, -1.04880, -1.94415)
O (-6.26996, -1.02523, -2.02410)
C (-5.02675, 1.25578, -1.72831)
F (-6.13216, 1.84863, -1.26087)
F (-4.96640, 1.48059, -3.04513)
F (-3.97554, 1.81948, -1.14769)
C (1.36181, 6.04674, 0.88171)
C (0.99557, 4.65419, 1.32280)
C (1.96288, 3.73671, 1.70802)
C (1.64532, 2.44456, 2.11646)
C (2.76212, 1.54220, 2.54266)
C (0.30364, 2.01506, 2.13220)
Se (-0.17311, 0.25021, 2.68362)
C (-0.68576, 2.95280, 1.76596)
C (-2.14725, 2.60454, 1.82422)
C (-0.32844, 4.23748, 1.36739)
H (2.44494, 6.16079, 0.81858)
H (0.98798, 6.80296, 1.57804)
H (0.94844, 6.28174, -0.10263)
H (3.00830, 4.03181, 1.68694)
H (3.69651, 2.10047, 2.61983)
H (2.90762, 0.73761, 1.82372)
H (2.53149, 1.06577, 3.49788)
H (-2.40396, 1.80906, 1.12152)
H (-2.76332, 3.47382, 1.58333)
H (-2.41918, 2.22300, 2.80902)
H (-1.11566, 4.93524, 1.09041)

Calculated values
LUMO = 4.064 eV
Frontier orbital gap = 5.87 eV
E_HOMO = -1.81 eV
2S+1 = 1
Net charge = -2

Here are the Mulliken charges for atoms 1 to 2, given in e:
1. K 0.643
2. O -0.909


For the records above, the corresponding ΔE to the lowest compared entry with this formula, charge and spin values read 14.6 110.0 0.0 kcal per mole.